Entry 1:
This record from the Open Molecules 2025 dataset describes a molecular structure, C30H34BrClN5NiO5PS in a non-equilibrium geometry. The level of theory is the ωB97M-V functional and the def2-TZVPD basis.

The geometry in ORCA input format:
```
! RIJCOSX wB97M-V def2-TZVPD def2/J DEFGRID3
* xyz 0 3
Ni 1.268 0.602 1.352
O 1.746 1.657 3.136
S 0.844 2.744 2.732
O 1.118 4.024 3.325
O 0.780 2.791 1.248
C -0.804 2.297 3.267
C -1.164 2.713 4.545
C -2.443 2.476 5.011
C -3.373 1.861 4.185
C -3.011 1.438 2.917
C -1.707 1.607 2.450
P -1.190 0.896 0.825
C -2.180 2.031 -0.260
C -1.710 3.336 -0.460
C -2.403 4.224 -1.269
C -3.571 3.828 -1.910
C -4.053 2.544 -1.711
C -3.370 1.656 -0.887
C -2.142 -0.676 0.696
C -2.314 -1.216 -0.587
C -2.859 -2.480 -0.771
C -3.199 -3.252 0.331
C -2.996 -2.748 1.607
C -2.474 -1.472 1.790
H -0.426 3.228 5.148
H -2.721 2.777 6.013
H -4.388 1.701 4.533
H -3.743 0.952 2.288
H -0.796 3.648 0.026
H -2.026 5.232 -1.407
H -4.104 4.523 -2.550
H -4.973 2.228 -2.189
H -3.780 0.669 -0.735
H -2.041 -0.624 -1.457
H -3.012 -2.862 -1.775
H -3.594 -4.252 0.194
H -3.218 -3.357 2.475
H -2.288 -1.119 2.794
N 1.212 -1.323 0.021
C 1.332 -2.485 0.901
C 0.867 -3.812 0.314
C 1.744 -4.402 -0.809
C 1.419 -3.933 -2.235
N 2.009 -2.646 -2.628
C 3.271 -2.443 -2.959
N 3.730 -1.187 -3.065
N 4.062 -3.468 -3.281
C 0.559 -2.169 2.220
O 0.119 -3.113 2.878
O 0.474 -0.925 2.487
H 0.336 -1.337 -0.491
H 2.026 -1.192 -0.561
H 2.385 -2.570 1.188
H -0.169 -3.718 -0.031
H 0.848 -4.506 1.151
H 1.620 -5.488 -0.804
H 2.799 -4.190 -0.591
H 0.342 -3.819 -2.350
H 1.735 -4.685 -2.961
H 1.508 -1.827 -2.328
H 3.352 -0.486 -2.429
H 4.720 -1.066 -3.212
H 3.721 -4.411 -3.252
H 5.020 -3.314 -3.541
Cl 4.243 -0.471 -0.018
C 3.347 0.216 1.428
H 3.888 1.126 1.668
H 3.522 -0.511 2.215
Br 0.740 5.051 -3.955
C 1.203 3.617 -2.816
C 2.212 3.762 -1.884
C 2.530 2.663 -1.098
N 1.915 1.489 -1.185
C 0.935 1.390 -2.084
C 0.536 2.412 -2.928
H 2.733 4.701 -1.759
H 3.326 2.738 -0.364
H 0.422 0.428 -2.135
H -0.275 2.276 -3.632
*
```

Output
Largest force on an atom: 2.6 eV/A
Lowest unoccupied orbital energy (alpha / beta): -0.0189 / -0.0191 Ha
Kohn-Sham gap (alpha / beta): 6.48 / 7.18 eV

***

Entry 2:
This record from the Open Molecules 2025 dataset describes 2 unconnected molecules or ions with the total composition C5H14NO2 in a non-equilibrium geometry. The level of theory is the ωB97M-V functional and the def2-TZVPD basis.

The geometry in ORCA input format:
```
! RIJCOSX wB97M-V def2-TZVPD def2/J DEFGRID3
* xyz 1 1
C 0.400 0.902 -1.999
O 1.492 0.110 -1.545
C -0.386 1.385 -0.767
C -1.410 0.317 -0.340
C -0.945 -1.021 0.201
C -0.842 -0.936 2.564
N -0.234 -0.858 1.464
H 0.792 1.737 -2.568
H -0.223 0.287 -2.631
H 2.333 0.252 -1.975
H -0.921 2.257 -1.084
H 0.300 1.569 0.031
H -2.124 0.796 0.325
H -2.084 0.167 -1.166
H -1.822 -1.553 0.406
H -0.452 -1.539 -0.593
H -0.426 -0.537 3.454
H -1.863 -1.285 2.686
H 0.729 -0.433 1.445
H 2.701 -1.197 0.266
H 2.679 0.234 0.861
O 2.308 -0.652 0.964
*
```

Output
Largest force on an atom: 2.3 eV/A
Lowest unoccupied orbital energy: -0.1607 Ha
Kohn-Sham gap: 9.56 eV

***

Entry 3:
This record from the Open Molecules 2025 dataset describes a molecular structure, C14H11Cl2O5SV. The level of theory is the ωB97M-V functional and the def2-TZVPD basis.

The geometry in ORCA input format:
```
! RIJCOSX wB97M-V def2-TZVPD def2/J DEFGRID3
* xyz -1 2
V -0.801 0.516 0.389
O -2.845 1.271 -3.060
C -1.949 1.042 -2.258
O -2.086 0.576 -1.068
C -0.482 1.285 -2.689
C 0.366 0.058 -2.306
C 1.689 0.055 -3.077
C 2.436 1.233 -2.401
C 1.436 1.649 -1.311
O 0.811 0.392 -0.970
C 0.272 2.431 -1.929
C -0.520 3.175 -0.812
O -0.886 4.319 -1.047
O -0.692 2.527 0.285
H -0.493 1.455 -3.763
H -0.175 -0.884 -2.286
H 2.209 -0.889 -2.919
H 1.538 0.196 -4.146
H 3.382 0.914 -1.965
H 2.635 2.056 -3.085
H 1.873 2.102 -0.425
H 0.614 3.202 -2.615
Cl -0.736 0.527 2.700
C -0.713 -1.128 3.267
C -0.676 -1.355 4.629
C -0.654 -2.654 5.103
C -0.665 -3.709 4.200
C -0.703 -3.460 2.843
Cl -0.712 -4.812 1.764
C -0.734 -2.152 2.307
S -0.800 -1.841 0.610
H -0.666 -0.517 5.315
H -0.629 -2.849 6.167
H -0.645 -4.732 4.553
*
```

Output
Largest force on an atom: 0.8 eV/A
Lowest unoccupied orbital energy (alpha / beta): 0.0982 / 0.0982 Ha
Kohn-Sham gap (alpha / beta): 6.46 / 5.92 eV

***

> largest force on an atom of number 2 (C5H14NO2)?

2.3 eV/A